[1]
Density functional theory data (wB97M-V/def2-TZVPD) for a structure of composition C3H5NO at a distorted geometry.

```
10
Properties=species:S:1:pos:R:3:forces:R:3:mulliken_charge:R:1
C -0.555 -0.843 0.033 -0.8 1.5 -0.1 -0.39
C -0.387 0.817 0.247 -1.6 -0.9 0.6 -0.34
N 1.078 1.121 0.495 -0.3 -0.8 -1.2 -0.50
C 1.269 0.061 -0.168 1.6 -0.7 0.1 0.16
O 0.768 -1.232 0.254 0.3 0.9 -0.5 -0.34
H -1.248 -1.240 0.784 0.3 0.1 -0.2 0.29
H -0.870 -1.117 -0.983 -0.1 0.2 0.2 0.24
H -0.679 1.483 -0.589 -0.2 -0.8 0.5 0.25
H -0.957 0.970 1.136 -0.4 0.7 0.6 0.27
H 1.580 -0.019 -1.209 1.3 -0.2 0.1 0.37
```
Positions in Å, forces in eV/Å.

The orbital gap comes out at 9.3 eV. The calculation puts the LUMO energy at 0.326 eV. Its net charge is 0.

---

[2]
Density functional theory data (wB97M-V/def2-TZVPD) for a cluster of 2 separate species, C3H5NO in total at a distorted geometry.

```
10
Properties=species:S:1:pos:R:3:forces:R:3:mulliken_charge:R:1
C -0.439 -1.717 0.674 4.4 0.8 0.1 0.19
C 2.158 0.156 -0.026 -2.9 -1.4 2.1 -0.42
C -1.705 0.223 -0.144 2.9 4.9 0.2 -0.59
N 1.048 -0.494 0.027 0.6 -0.2 0.1 -0.51
O -1.344 -1.078 0.256 -4.5 0.3 -0.5 -0.03
H 2.643 0.683 0.815 -0.2 -0.1 0.0 0.22
H 2.690 0.164 -0.925 1.0 0.2 -1.7 0.26
H -1.204 0.989 0.634 -0.9 -2.0 -1.5 0.29
H -2.753 0.630 -0.232 0.7 -2.1 0.2 0.28
H -1.094 0.443 -1.079 -1.0 -0.5 1.0 0.31
```
Positions in Å, forces in eV/Å.

The orbital gap (alpha / beta) comes out at 7.8 / 7.8 eV. The calculation puts the LUMO energy (alpha / beta) at 0.511 / 0.511 eV. Its net charge is 0.

---

[3]
Density functional theory data (wB97M-V/def2-TZVPD) for a structure of composition C3H5NO.

```
10
Properties=species:S:1:pos:R:3:forces:R:3:mulliken_charge:R:1
O -0.322 -1.193 1.714 0.0 0.3 -0.3 -0.56
C -0.326 -0.438 0.776 0.0 -0.3 0.1 0.36
C -0.188 -0.749 -0.720 -0.1 -0.1 0.0 -0.24
C 0.502 0.564 -1.012 0.2 -0.1 -0.1 -0.47
N -0.277 0.944 0.834 0.1 0.0 0.1 -0.36
H 0.401 -1.660 -0.848 -0.1 0.2 0.1 0.26
H -1.156 -0.850 -1.217 0.1 0.0 0.1 0.22
H 1.580 0.499 -0.824 -0.1 0.0 0.0 0.15
H -0.204 1.418 -0.233 -0.1 0.1 0.1 0.42
H 0.109 1.375 1.669 0.0 0.0 -0.1 0.22
```
Positions in Å, forces in eV/Å.

The orbital gap comes out at 9.3 eV. The calculation puts the LUMO energy at -0.080 eV. Its net charge is 0.

---

[4]
Density functional theory data (wB97M-V/def2-TZVPD) for an isolated molecule of C3H5NO at a distorted geometry.

```
10
Properties=species:S:1:pos:R:3:forces:R:3:mulliken_charge:R:1
O 2.136 0.262 0.213 0.2 0.3 0.0 -0.58
C 0.984 0.151 -0.107 0.9 0.2 0.2 0.40
C -0.255 0.984 0.242 0.3 0.1 -0.2 -0.32
C -1.069 -0.292 0.107 1.7 -1.1 -0.6 -0.47
N 0.380 -0.922 -0.700 0.6 0.0 0.9 -0.34
H -0.139 1.404 1.248 -0.3 -0.2 -0.2 0.23
H -0.499 1.779 -0.464 0.1 -0.1 0.0 0.23
H -1.245 -0.795 1.065 -0.2 -0.2 -0.7 0.20
H -1.109 -0.731 -0.909 -3.2 0.9 0.3 0.43
H 0.817 -1.841 -0.694 0.1 0.1 0.4 0.22
```
Positions in Å, forces in eV/Å.

The orbital gap comes out at 10.8 eV. The calculation puts the LUMO energy at 1.001 eV. Its net charge is 0. Its structure (SMILES) is O=C1CCN1.

---

[5]
Density functional theory data (wB97M-V/def2-TZVPD) for a cluster of 2 separate species, C3H5NO in total.

```
10
Properties=species:S:1:pos:R:3:forces:R:3:mulliken_charge:R:1
C -0.037 1.450 0.347 -0.3 0.4 0.0 0.05
N -0.994 2.243 0.188 0.5 -0.2 0.1 -0.45
C -1.169 0.803 -0.278 -0.2 -0.3 -0.2 -0.39
H 0.971 1.457 0.745 -0.1 0.0 0.0 0.30
H -1.841 0.175 0.305 0.1 0.1 -0.1 0.24
H -1.190 0.635 -1.353 0.0 0.0 0.2 0.25
C 1.071 -1.688 0.014 -0.4 -0.2 -0.2 -0.12
O -0.020 -2.110 -0.269 0.6 0.2 0.1 -0.38
H 1.615 -0.980 -0.641 -0.1 -0.1 0.0 0.26
H 1.594 -1.985 0.942 -0.1 0.0 0.0 0.25
```
Positions in Å, forces in eV/Å.

The orbital gap comes out at 10.9 eV. The calculation puts the LUMO energy at 0.600 eV. Its net charge is 0. Its structure (SMILES) is C1=NC1.C=O.

---

[6]
Density functional theory data (wB97M-V/def2-TZVPD) for an isolated molecule of C3H5NO at a distorted geometry.

```
10
Properties=species:S:1:pos:R:3:forces:R:3:mulliken_charge:R:1
C 0.882 -0.656 0.565 0.2 -0.7 0.3 -0.65
O 0.782 0.757 0.358 -0.5 -0.5 0.2 -0.32
C -0.301 1.023 -0.487 -0.6 -0.1 -0.2 -0.21
C -1.236 -0.124 -0.385 -2.3 0.0 -0.7 0.37
N -1.950 -1.022 -0.236 0.1 1.1 -0.5 -0.45
H 1.216 -0.806 1.582 0.4 -0.1 0.1 0.24
H 1.579 -1.060 -0.173 0.1 -0.2 0.2 0.26
H -0.125 -1.187 0.469 2.4 0.5 0.5 0.27
H -0.011 1.159 -1.538 0.0 -0.1 0.1 0.25
H -0.837 1.917 -0.155 0.2 0.0 0.0 0.26
```
Positions in Å, forces in eV/Å.

The orbital gap comes out at 11.4 eV. The calculation puts the LUMO energy at 0.832 eV. Its net charge is 0. Its structure (SMILES) is COCC#N.

---

[7]
Density functional theory data (wB97M-V/def2-TZVPD) for an isolated molecule of C3H5NO at a distorted geometry.

```
10
Properties=species:S:1:pos:R:3:forces:R:3:mulliken_charge:R:1
H -0.680 -1.816 1.006 0.1 0.2 -0.1 0.26
N 0.229 -1.558 0.611 0.6 1.5 -0.9 -0.62
C 0.205 -0.369 0.098 -0.7 -1.9 1.0 0.80
C -1.022 0.493 0.102 0.1 0.1 -0.1 -1.18
C 1.442 0.230 -0.549 1.3 -1.5 0.3 -0.10
O 2.507 -0.358 -0.615 -1.5 1.1 0.0 -0.43
H -1.858 -0.018 0.586 0.1 0.1 -0.1 0.37
H -0.812 1.420 0.643 -0.1 0.1 -0.1 0.30
H -1.301 0.732 -0.928 -0.1 0.2 0.1 0.30
H 1.291 1.243 -0.954 0.2 0.1 -0.1 0.32
```
Positions in Å, forces in eV/Å.

The orbital gap comes out at 9.8 eV. The calculation puts the LUMO energy at -0.254 eV. Its net charge is 0. Its structure (SMILES) is [H]/N=C(\C)C=O.

---

[8]
Density functional theory data (wB97M-V/def2-TZVPD) for an isolated molecule of C3H5NO at a distorted geometry.

```
10
Properties=species:S:1:pos:R:3:forces:R:3:mulliken_charge:R:1
O 1.800 0.498 0.252 -1.1 -3.3 -0.4 -0.47
C 1.252 -0.529 -0.164 2.8 -1.0 -2.1 0.16
N -0.171 -0.841 -0.288 5.0 1.1 -3.0 -0.39
C -0.593 0.623 -0.446 -2.1 5.3 -3.7 -0.33
C -0.752 -0.092 0.722 -3.1 -1.8 5.4 -0.22
H 1.823 -1.431 -0.732 -0.6 2.0 1.5 0.30
H 0.109 1.545 -0.549 -0.9 -2.5 0.1 0.26
H -1.601 0.907 -1.019 2.3 -1.3 0.9 0.19
H -1.715 -0.593 0.511 -0.7 0.8 2.9 0.25
H -0.151 -0.088 1.715 -1.7 0.6 -1.7 0.26
```
Positions in Å, forces in eV/Å.

The orbital gap comes out at 11.2 eV. The calculation puts the LUMO energy at 0.921 eV. Its net charge is 0. Its structure (SMILES) is O=CN1CC1.

---

Across the entries above, E_tot takes the values -247.15465 -247.05440 -247.16212 -247.19612 -247.18649 -247.23495 -247.26738 -247.16077 Ha, respectively.
Across the entries above, relative energy (zero: lowest compared OMol25 entry of this formula, charge and spin) takes the values 400.6 663.8 381.0 291.7 317.0 189.8 104.6 384.5 kJ/mol, respectively.